# C21H28N4O4S

An isolated molecule of C21H28N4O4S in a non-equilibrium geometry (the ωB97M-V functional and the def2-TZVPD basis, the OMol25 dataset).

ORCA input file:
```
! RIJCOSX wB97M-V def2-TZVPD def2/J DEFGRID3
* xyz 0 1
C 3.48 -2.07 -3.89
C 2.24 -1.54 -4.54
C 2.26 -1.08 -5.84
C 1.11 -0.60 -6.44
C -0.08 -0.56 -5.72
C -0.14 -1.00 -4.41
C 1.03 -1.50 -3.83
N 1.04 -1.96 -2.49
C 0.22 -2.88 -1.96
O -0.61 -3.52 -2.56
C 0.44 -3.16 -0.47
H -0.54 -3.23 0.01
H 0.95 -4.12 -0.35
S 1.45 -1.97 0.46
C 0.39 -0.61 0.38
N -0.73 -0.51 -0.27
N -1.21 0.72 -0.01
C -0.37 1.31 0.77
O 0.69 0.52 1.05
C -0.48 2.67 1.35
N -0.07 2.68 2.74
C -0.42 1.74 3.66
O 0.01 1.74 4.79
O -1.29 0.87 3.13
C -1.77 -0.27 3.89
C -2.52 0.20 5.13
H -2.95 -0.65 5.65
H -3.33 0.88 4.84
H -1.85 0.73 5.81
C -2.71 -0.99 2.93
H -3.11 -1.89 3.41
H -3.53 -0.34 2.65
H -2.19 -1.28 2.03
C -0.59 -1.17 4.28
H -0.96 -2.06 4.78
H -0.04 -1.47 3.39
H 0.08 -0.64 4.94
C 0.89 3.72 3.04
C 0.78 4.65 1.84
H -0.05 5.34 1.97
H 1.69 5.22 1.67
C 0.48 3.68 0.70
H 1.39 3.17 0.38
H 0.03 4.16 -0.17
H 1.90 3.29 3.13
H 0.63 4.20 3.99
H -1.53 2.98 1.25
H 1.81 -1.63 -1.92
C -1.42 -0.92 -3.65
H -2.12 -0.25 -4.14
H -1.26 -0.58 -2.63
H -1.87 -1.91 -3.58
H -0.97 -0.17 -6.19
H 1.13 -0.25 -7.46
H 3.19 -1.10 -6.40
H 4.29 -2.14 -4.61
H 3.30 -3.06 -3.47
H 3.81 -1.41 -3.08
*
```

Properties
- SMILES string = Cc1cccc(C)c1NC(=O)CSc1nnc([C@@H]2CCCN2C(=O)OC(C)(C)C)o1
- electronic energy (eV) = -47218.4963
- relative energy (zero: lowest compared OMol25 entry of this formula, charge and spin) (eV) = 1.369
- HOMO energy (eV) = -8.7

=====

# C21H28N4O8P2Re

C21H28N4O8P2Re as an isolated structure in a non-equilibrium geometry (the ωB97M-V functional and the def2-TZVPD basis, the OMol25 dataset).

ORCA input file:
```
! RIJCOSX wB97M-V def2-TZVPD def2/J DEFGRID3
* xyz 2 2
Re -0.10 0.01 -0.25
C -1.53 -0.50 2.57
C -1.35 0.85 3.19
C -1.04 2.00 2.27
C -1.08 3.25 2.88
C -0.98 4.40 2.13
C -0.87 4.26 0.76
C -0.79 2.99 0.23
N -0.82 1.83 0.94
N -0.37 -0.94 1.74
C -0.63 -2.37 1.37
C -1.79 -2.33 0.43
C -2.75 -3.31 0.32
C -3.84 -3.08 -0.51
C -3.96 -1.86 -1.15
C -2.95 -0.92 -1.00
N -1.86 -1.17 -0.27
C 0.86 -0.79 2.52
C 1.97 -1.18 1.61
C 3.18 -1.66 2.07
C 4.14 -2.06 1.15
C 3.82 -1.97 -0.20
C 2.59 -1.48 -0.58
N 1.66 -1.05 0.30
H -2.42 -0.52 1.95
H -1.66 -1.24 3.36
H -0.63 0.84 4.01
H -2.31 1.09 3.67
H -1.24 3.30 3.94
H -1.02 5.38 2.60
H -0.84 5.11 0.09
H -0.73 2.88 -0.84
H -0.86 -2.96 2.26
H 0.24 -2.79 0.88
H -2.65 -4.23 0.88
H -4.60 -3.84 -0.63
H -4.81 -1.62 -1.77
H -3.03 0.04 -1.49
H 0.83 -1.36 3.44
H 0.97 0.27 2.77
H 3.35 -1.75 3.13
H 5.09 -2.44 1.47
H 4.51 -2.29 -0.96
H 2.33 -1.43 -1.62
O 0.90 -1.90 -3.99
P -0.26 -1.76 -2.94
O -1.04 -2.96 -2.62
O 0.50 -1.09 -1.76
O -1.20 -0.59 -3.51
P -1.47 0.93 -3.15
O -0.51 1.76 -4.08
O -2.88 1.28 -3.19
O -0.76 1.12 -1.75
H 0.72 -2.51 -4.72
H -0.96 2.20 -4.82
C 3.20 2.67 -1.83
C 2.85 1.34 -1.22
O 1.53 1.43 -0.58
H 4.18 2.62 -2.29
H 3.23 3.46 -1.07
H 2.49 2.95 -2.61
H 3.54 1.06 -0.42
H 2.80 0.55 -1.98
H 1.06 2.06 -1.16
*
```

Properties
- electronic energy (eV) = -65274.2497
- relative energy (zero: lowest compared OMol25 entry of this formula, charge and spin) (eV) = 0.000
- HOMO energy (spin up / spin down) (eV) = -14.8 / -14.4

=====

# C21H28N6O3

An isolated molecule of C21H28N6O3 in a non-equilibrium geometry (the ωB97M-V functional and the def2-TZVPD basis, the OMol25 dataset).

ORCA input file:
```
! RIJCOSX wB97M-V def2-TZVPD def2/J DEFGRID3
* xyz 0 1
C 0.30 -0.19 4.87
H 0.01 -1.24 4.94
O 0.19 0.31 3.56
C -1.12 0.42 3.08
C -1.74 -0.92 2.64
N -0.96 -1.56 1.62
C -0.84 -1.23 0.32
N 0.05 -1.98 -0.32
C 0.53 -2.82 0.62
C -0.07 -2.59 1.84
C 0.21 -3.38 3.00
O -0.31 -3.29 4.10
N 1.19 -4.33 2.73
C 1.84 -4.58 1.52
O 2.67 -5.45 1.42
N 1.47 -3.79 0.45
C 2.08 -3.99 -0.85
H 2.55 -3.07 -1.18
H 2.83 -4.78 -0.75
H 1.32 -4.28 -1.57
C 1.60 -5.21 3.82
H 1.02 -4.93 4.69
H 1.42 -6.25 3.54
H 2.67 -5.08 4.01
C -1.64 -0.18 -0.37
N -1.19 1.16 -0.01
C -2.03 2.21 -0.57
C -1.82 2.45 -2.07
N -0.42 2.73 -2.31
C -0.05 3.45 -3.44
C -0.93 3.73 -4.48
C -0.54 4.50 -5.56
C 0.75 5.00 -5.64
C 1.64 4.73 -4.61
C 1.25 3.97 -3.53
H 1.95 3.79 -2.73
H 2.64 5.12 -4.65
H 1.05 5.60 -6.49
H -1.24 4.70 -6.36
H -1.94 3.33 -4.47
C 0.43 1.65 -1.84
C 0.20 1.43 -0.34
H 0.81 0.60 0.01
H 0.48 2.34 0.20
H 1.47 1.90 -2.01
H 0.21 0.72 -2.38
H -2.42 3.32 -2.36
H -2.17 1.57 -2.64
H -3.08 1.98 -0.37
H -1.77 3.13 -0.03
H -1.57 -0.39 -1.45
H -2.69 -0.27 -0.07
H -2.75 -0.73 2.27
H -1.79 -1.61 3.49
H -1.77 0.88 3.83
H -1.06 1.07 2.20
H -0.30 0.40 5.57
H 1.35 -0.09 5.14
*
```

Properties
- SMILES string = COCCn1c(CN2CCN(c3ccccc3)CC2)nc2c1c(=O)n(C)c(=O)n2C
- electronic energy (eV) = -37315.6543
- relative energy (zero: lowest compared OMol25 entry of this formula, charge and spin) (eV) = 2.181
- HOMO energy (eV) = -7.9

=====

# C21H28NPW

C21H28NPW as an isolated structure in a non-equilibrium geometry (the ωB97M-V functional and the def2-TZVPD basis, the OMol25 dataset).

ORCA input file:
```
! RIJCOSX wB97M-V def2-TZVPD def2/J DEFGRID3
* xyz 2 3
C -4.21 -1.44 -0.41
C -3.18 -2.30 -0.79
C -1.86 -1.83 -0.85
C -1.58 -0.50 -0.49
C -2.64 0.38 -0.15
C -3.95 -0.11 -0.08
C -0.77 -2.76 -1.25
C 0.46 -2.16 -1.96
N 0.28 -1.69 -3.28
W 0.46 0.11 -0.37
C -2.32 1.82 0.08
P -0.62 2.16 -0.64
H -3.37 -3.34 -1.05
H -4.76 0.57 0.20
H -5.23 -1.82 -0.38
H -2.32 2.08 1.16
H -3.04 2.48 -0.43
H -0.39 -3.30 -0.35
H -1.18 -3.55 -1.91
H 1.12 -1.39 -1.36
C -0.11 3.64 0.26
C -1.10 2.74 -2.30
H 1.17 -3.01 -2.06
C -0.92 -1.10 -3.81
C 1.42 -1.72 -4.16
H 1.51 1.23 0.35
H -0.95 -1.34 -4.89
H -1.84 -1.47 -3.31
H -0.87 0.00 -3.71
H 1.08 -1.83 -5.20
H 1.98 -0.77 -4.09
H 2.10 -2.54 -3.89
H -1.59 3.72 -2.21
H -0.19 2.84 -2.92
H -1.77 2.03 -2.81
H -0.89 4.40 0.18
H 0.07 3.40 1.32
H 0.83 4.01 -0.16
H 0.56 0.69 -1.98
C 0.83 -0.19 1.61
C 1.32 -0.19 2.78
C 2.10 0.01 3.92
C 2.73 -1.13 4.50
C 3.80 -0.98 5.37
C 4.25 0.31 5.73
C 3.54 1.44 5.30
C 2.46 1.30 4.43
H 2.39 -2.11 4.18
H 4.31 -1.87 5.77
H 5.13 0.42 6.38
H 3.86 2.43 5.64
H 1.91 2.18 4.08
*
```

Properties
- electronic energy (eV) = -34812.9138
- relative energy (zero: lowest compared OMol25 entry of this formula, charge and spin) (eV) = 1.736
- HOMO energy (spin up / spin down) (eV) = -13.6 / -13.7

=====

# C21H29BClF2Mg2NO12

C21H29BClF2Mg2NO12 as an isolated structure in a non-equilibrium geometry (the ωB97M-V functional and the def2-TZVPD basis, the OMol25 dataset).

ORCA input file:
```
! RIJCOSX wB97M-V def2-TZVPD def2/J DEFGRID3
* xyz 0 1
C 0.79 -2.62 -2.54
C 1.78 -1.84 -1.73
C 2.12 -0.56 -1.94
C 3.11 0.04 -1.01
O 3.99 0.79 -1.37
C 2.93 -0.36 0.41
C 2.59 -1.62 0.63
F 2.37 -2.08 1.86
C 2.44 -2.51 -0.57
O 2.87 -3.64 -0.59
H -0.04 -1.95 -2.77
H 1.16 -3.01 -3.49
H 0.39 -3.42 -1.92
H 1.70 0.04 -2.75
H 3.10 0.36 1.19
B -1.34 3.93 -2.96
O -2.48 4.75 -2.47
C -2.03 5.76 -1.75
O -2.66 6.61 -1.20
C -0.49 5.63 -1.72
O 0.34 6.36 -1.13
O -0.13 4.64 -2.40
O -1.34 2.57 -2.46
C -1.29 1.72 -3.50
O -1.24 0.54 -3.41
C -1.27 2.58 -4.79
O -1.23 2.19 -5.90
O -1.29 3.87 -4.40
C -2.85 -0.18 -0.55
C -1.84 0.47 0.40
C -0.88 -0.49 1.13
C -1.51 -1.63 1.91
N -1.89 -1.35 3.35
C -2.68 -0.09 3.56
C -4.07 -0.44 3.06
C -4.27 -1.89 3.55
C -2.85 -2.43 3.81
C -0.67 -1.35 4.21
H -3.43 -0.96 -0.05
H -3.56 0.58 -0.88
H -2.39 -0.61 -1.43
H -2.39 1.07 1.13
H -1.24 1.18 -0.16
H -0.19 0.07 1.77
H -0.25 -0.98 0.38
H -0.81 -2.46 1.98
H -2.40 -2.02 1.40
H -2.70 0.09 4.63
H -2.20 0.75 3.07
H -4.12 -0.39 1.98
H -4.83 0.24 3.45
H -4.81 -2.48 2.81
H -4.85 -1.92 4.47
H -2.63 -3.35 3.27
H -2.68 -2.59 4.87
H -0.01 -0.55 3.88
H -0.18 -2.31 4.11
H -0.97 -1.18 5.24
Cl 2.14 3.18 -1.41
Mg 2.20 5.65 -1.04
C 7.27 0.07 -2.17
O 8.17 0.85 -2.58
H 6.85 -0.71 -3.05
H 7.53 -0.68 -1.39
H 6.30 0.49 -1.86
Mg 6.38 -1.64 -4.31
F -0.06 -3.90 -4.62
O 4.70 -2.39 3.57
H 3.82 -2.46 3.19
*
```

Properties
- electronic energy (eV) = -77823.0856
- HOMO energy (eV) = -5.8

=====

# C21H29BN8O2RuS

C21H29BN8O2RuS as an isolated structure in a non-equilibrium geometry (the ωB97M-V functional and the def2-TZVPD basis, the OMol25 dataset).

ORCA input file:
```
! RIJCOSX wB97M-V def2-TZVPD def2/J DEFGRID3
* xyz 1 2
Ru 0.30 1.13 0.11
B 0.48 5.04 1.12
N 1.59 4.07 1.51
C 2.69 4.53 2.13
C 3.55 3.48 2.35
C 2.88 2.38 1.82
N 1.70 2.75 1.31
N -0.69 4.38 0.40
C -1.82 5.04 0.09
C -2.65 4.17 -0.60
C -1.93 2.98 -0.66
N -0.75 3.13 -0.05
H 0.93 5.87 0.39
H 0.08 5.58 2.10
H 2.79 5.57 2.38
H 4.51 3.50 2.82
H 3.21 1.37 1.80
H -1.96 6.06 0.36
H -3.61 4.38 -1.00
H -2.20 2.04 -1.12
C -0.74 -6.71 -1.62
C -1.07 -5.26 -1.72
C -0.16 -4.35 -2.27
C -0.42 -2.99 -2.25
C -1.58 -2.53 -1.66
C -2.53 -3.41 -1.18
C -2.28 -4.77 -1.23
S -1.75 -0.81 -1.23
O -3.12 -0.43 -1.07
O -0.92 0.05 -2.08
N -0.92 -0.75 0.18
C -1.48 -0.65 1.40
C -2.63 -1.32 1.82
C -3.04 -1.17 3.13
C -2.29 -0.37 3.99
C -1.17 0.28 3.48
N -0.77 0.15 2.23
H 0.17 -6.95 -2.15
H -1.55 -7.33 -2.00
H -0.61 -6.97 -0.57
H 0.75 -4.72 -2.71
H 0.27 -2.29 -2.69
H -3.46 -3.03 -0.80
H -3.02 -5.46 -0.86
H -3.18 -1.92 1.11
H -3.92 -1.68 3.48
H -2.57 -0.26 5.02
H -0.56 0.92 4.11
N 2.03 -0.60 0.56
C 2.48 -1.37 -0.59
C 3.15 -0.49 -1.66
C 2.19 0.31 -2.54
N 1.62 1.48 -1.88
H 2.84 -0.27 1.08
H 1.48 -1.18 1.18
H 1.61 -1.88 -1.01
H 3.22 -2.12 -0.27
H 3.72 -1.14 -2.31
H 3.85 0.20 -1.17
H 1.35 -0.31 -2.85
H 2.74 0.62 -3.44
H 0.86 1.86 -2.45
H 2.33 2.20 -1.74
*
```

Properties
- electronic energy (eV) = -52350.2437
- relative energy (zero: lowest compared OMol25 entry of this formula, charge and spin) (eV) = 3.058
- HOMO energy (spin up / spin down) (eV) = -10.8 / -10.8

=====

# C21H29Br3F3IN2O9P

C21H29Br3F3IN2O9P as an isolated structure in a non-equilibrium geometry (the ωB97M-V functional and the def2-TZVPD basis, the OMol25 dataset).

ORCA input file:
```
! RIJCOSX wB97M-V def2-TZVPD def2/J DEFGRID3
* xyz -1 1
C 1.27 -2.62 2.30
P -0.07 -3.19 1.04
O 0.68 -4.21 -0.18
C -0.81 -1.71 0.16
C -2.33 -1.42 0.46
C -3.20 -2.32 1.47
C -3.34 -1.53 2.87
C -2.74 -2.31 4.13
O -2.37 -3.52 4.11
O -2.59 -1.66 5.41
C -2.97 -0.18 -0.30
C -4.49 0.22 -0.12
O -4.71 1.13 1.01
C -6.08 1.13 1.33
F -6.50 -0.02 2.06
F -6.93 1.19 0.15
F -6.40 2.28 2.13
C -1.93 0.61 -1.24
I -2.74 2.35 -2.29
N -0.59 0.27 -1.44
N -0.14 -0.81 -0.78
C 1.31 -1.16 -1.06
O 2.04 -0.08 -1.68
C 3.13 0.36 -0.87
C 3.14 1.84 -0.32
C 4.34 2.36 0.56
C 5.53 1.43 0.95
C 5.54 -0.02 0.41
C 4.36 -0.51 -0.48
H 1.19 -3.16 3.30
H 2.33 -2.78 1.86
H 1.17 -1.47 2.41
H 1.55 -3.83 -0.45
H -2.79 -3.38 1.59
H -4.28 -2.45 1.07
H -4.42 -1.20 3.11
H -2.74 -0.55 2.76
H -2.45 -0.70 5.28
H -5.07 -0.75 0.10
H -4.86 0.61 -1.13
H 1.87 -1.45 -0.11
H 1.26 -2.03 -1.83
H 2.29 2.58 -0.54
H 4.39 3.44 0.95
H 6.39 1.79 1.61
H 6.38 -0.76 0.66
H 4.39 -1.58 -0.86
O 4.65 3.80 -2.06
H 4.03 3.52 -2.73
H 5.48 3.95 -2.55
O 7.20 4.47 -2.71
C 7.90 3.45 -2.26
C 9.36 3.43 -3.01
O 10.04 2.40 -2.58
H 7.48 2.44 -2.42
H 8.13 3.43 -1.18
H 9.79 4.43 -2.83
H 9.13 3.47 -4.09
C -9.27 3.92 -0.02
O -7.89 4.21 0.11
H -9.62 4.27 -0.99
H -9.43 2.84 0.04
H -9.83 4.42 0.77
H -7.62 3.88 0.97
C -1.23 -6.57 -2.32
Br -0.07 -5.51 -3.45
Br -2.48 -5.46 -1.34
Br -2.14 -7.96 -3.32
H -0.60 -7.06 -1.58
*
```

Properties
- electronic energy (eV) = -279309.2461
- HOMO energy (eV) = -2.6